No. 1
{
  "formula": "C5H11O2",
  "method": "ωB97M-V/def2-TZVPD",
  "gap_ev": 7.9534,
  "charge": -1,
  "multiplicity": 1,
  "relative_energy_kj_mol": 206.8,
  "total_energy_ha": -347.57088,
  "homo_ev": -3.9,
  "species": ["C", "C", "C", "O", "O", "H", "H", "H", "H", "H", "C", "C", "H", "H", "H", "H", "H", "H"],
  "coordinates": [[1.47, 1.67, 0.50], [0.42, 1.32, 1.61], [1.49, 0.64, -0.71], [0.66, 0.69, -1.62], [2.47, -0.13, -0.70], [1.23, 2.62, -0.05], [2.58, 1.46, 0.98], [-0.47, 0.78, 1.08], [0.05, 2.30, 2.29], [0.82, 0.68, 2.32], [-1.91, -1.11, -0.68], [-0.77, -2.05, -0.76], [-1.86, -0.10, -0.10], [-2.03, -0.59, -1.63], [-2.78, -1.48, -0.16], [-1.00, -2.66, -1.63], [0.15, -1.27, -0.77], [-0.52, -2.75, 0.05]],
  "nbo_charge": [-0.535, -0.598, 0.749, -0.789, -0.793, 0.207, 0.208, 0.213, 0.162, 0.189, -0.624, -0.659, 0.199, 0.225, 0.179, 0.191, 0.291, 0.187]
}

=====

No. 2
{
  "formula": "C5H11O2",
  "method": "ωB97M-V/def2-TZVPD",
  "gap_ev": 7.8118,
  "charge": -1,
  "multiplicity": 1,
  "relative_energy_kj_mol": 165.7,
  "total_energy_ha": -347.58656,
  "homo_ev": -3.8,
  "species": ["C", "C", "H", "H", "H", "H", "H", "H", "C", "C", "C", "O", "O", "H", "H", "H", "H", "H"],
  "coordinates": [[-2.79, 2.44, 0.81], [-1.72, 1.39, 0.31], [-2.93, 2.10, 1.89], [-2.45, 3.43, 0.96], [-3.66, 2.51, 0.12], [-0.76, 1.69, 0.69], [-1.67, 1.56, -0.83], [-1.80, 0.35, 0.57], [1.52, -1.70, -0.68], [0.61, -2.52, 0.14], [1.14, -0.24, -0.38], [0.10, 0.25, -0.89], [1.84, 0.27, 0.42], [2.49, -1.92, -0.31], [1.62, -1.79, -1.75], [-0.37, -2.04, 0.16], [1.09, -2.67, 1.21], [0.36, -3.56, -0.20]],
  "nbo_charge": [-0.630, -0.596, 0.182, 0.187, 0.184, 0.229, 0.213, 0.213, -0.534, -0.596, 0.770, -0.819, -0.759, 0.184, 0.189, 0.217, 0.190, 0.173]
}

=====

No. 3
{
  "formula": "C5H11O2",
  "method": "ωB97M-V/def2-TZVPD",
  "gap_ev": [11.3856, 7.5329],
  "multiplicity": 2,
  "relative_energy_kj_mol": 183.6,
  "total_energy_ha": -347.44813,
  "homo_ev": [-10.6, -10.5],
  "species": ["C", "C", "C", "O", "O", "H", "H", "H", "H", "H", "C", "C", "H", "H", "H", "H", "H", "H"],
  "coordinates": [[-1.66, -1.19, 1.35], [-0.20, -1.42, 1.08], [-1.77, 0.35, 1.75], [-0.95, 0.78, 2.53], [-2.89, 0.88, 1.30], [-2.31, -1.49, 0.55], [-2.08, -1.58, 2.36], [0.26, -0.99, 0.08], [-0.10, -2.50, 0.98], [0.62, -1.01, 1.74], [1.54, 1.09, -2.55], [1.09, 1.05, -0.96], [1.69, 2.03, -2.91], [2.58, 0.53, -2.55], [0.90, 0.52, -3.12], [0.53, 0.16, -0.56], [1.99, 0.86, -0.42], [0.75, 1.93, -0.66]],
  "nbo_charge": [-0.459, -0.625, 0.717, -0.580, -0.220, 0.232, 0.250, 0.212, 0.223, 0.252, -0.589, -0.590, 0.204, 0.192, 0.200, 0.182, 0.198, 0.201]
}

=====

No. 4
{
  "formula": "C5H11O2",
  "method": "ωB97M-V/def2-TZVPD",
  "gap_ev": [11.1475, 8.2146],
  "multiplicity": 2,
  "relative_energy_kj_mol": 128.2,
  "total_energy_ha": -347.46924,
  "homo_ev": [-10.3, -9.8],
  "species": ["C", "O", "C", "C", "C", "C", "O", "H", "H", "H", "H", "H", "H", "H", "H", "H", "H", "H"],
  "coordinates": [[1.14, 2.28, 0.19], [-0.02, 2.86, 0.06], [1.00, 0.83, -0.74], [-0.32, 0.21, -0.57], [-0.52, -0.57, 0.73], [-0.78, -2.07, 0.58], [-1.94, -2.33, -0.20], [2.05, 2.67, -0.28], [1.47, 2.11, 1.24], [1.25, 1.29, -1.69], [1.89, 0.24, -0.47], [-0.63, -0.40, -1.43], [-1.12, 0.95, -0.64], [0.34, -0.45, 1.40], [-1.36, -0.15, 1.29], [0.07, -2.63, 0.13], [-0.83, -2.60, 1.53], [-1.69, -2.24, -1.13]],
  "nbo_charge": [-0.078, -0.341, -0.315, -0.454, -0.427, -0.061, -0.720, 0.158, 0.145, 0.216, 0.211, 0.202, 0.240, 0.204, 0.218, 0.153, 0.185, 0.464]
}

=====

multiplicity of number 3 (C5H11O2)? 2

=====

Which value of multiplicity does entry 2 give? 1

=====

Which value of multiplicity does entry 3 give? 2

=====

What is the multiplicity in the first record? 1